Record 1
{
  "formula": "C3H4OS",
  "method": "the ωB97M-V functional and the def2-TZVPD basis",
  "elements": ["C", "C", "C", "O", "S", "H", "H", "H", "H"],
  "coordinates": [[0.887, 0.779, -0.024], [0.614, -0.596, -0.526], [-0.158, 0.066, 0.615], [1.484, 1.817, 0.045], [-2.013, 0.817, 0.017], [0.216, -0.836, -1.417], [1.426, -1.442, -0.319], [-0.146, -0.124, 1.650], [-2.309, -0.483, -0.041]],
  "lowdin_charge": [-0.4667, -0.0585, -0.3579, 0.1219, 0.6501, 0.0497, 0.1603, 0.0867, -0.1856],
  "largest_force_ev_per_a": 5.1,
  "de_lowest_kj_mol": 260.7,
  "gap_ev": 9.18,
  "multiplicity": 1,
  "e_homo_ha": -0.3486
}


Record 2
{
  "formula": "C3H4OS2",
  "method": "the ωB97M-V functional and the def2-TZVPD basis",
  "elements": ["C", "C", "C", "O", "S", "S", "H", "H", "H", "H"],
  "coordinates": [[-1.060, 1.754, -1.296], [-0.344, 0.957, -0.791], [0.324, -0.180, -0.218], [1.704, -0.393, -0.529], [-0.497, -1.736, -0.413], [0.275, 0.366, 1.597], [-1.442, 2.531, -1.936], [2.040, 0.482, -0.334], [0.476, -2.653, -0.200], [-0.327, 1.512, 1.677]],
  "lowdin_charge": [0.1427, -0.2610, -1.1653, -0.1183, 0.7925, 0.7490, 0.0525, 0.0735, -0.0993, -0.1665],
  "largest_force_ev_per_a": 2.6,
  "de_lowest_kj_mol": 327.5,
  "gap_ev": 9.75,
  "multiplicity": 1,
  "e_homo_ha": -0.3344
}


Record 3
{
  "formula": "C3H4OS2",
  "method": "the ωB97M-V functional and the def2-TZVPD basis",
  "elements": ["C", "C", "C", "O", "S", "S", "H", "H", "H", "H"],
  "coordinates": [[-1.284, 0.170, 0.319], [1.169, 1.021, -0.228], [-0.269, -0.482, -0.614], [-2.083, 1.019, -0.005], [2.538, 0.458, 0.274], [0.442, -1.962, -0.097], [-1.161, -0.285, 1.286], [0.826, 1.857, -0.656], [-0.377, -0.122, -1.586], [0.199, -1.673, 1.308]],
  "lowdin_charge": [-0.3730, -0.5488, -0.6167, 0.0363, 0.7129, 0.7160, 0.0782, -0.0229, 0.0565, -0.0384],
  "largest_force_ev_per_a": 5.6,
  "de_lowest_kj_mol": 357.2,
  "gap_ev": 7.73,
  "multiplicity": 1,
  "e_homo_ha": -0.3111
}


Record 4
{
  "formula": "C3H4OS2",
  "method": "the ωB97M-V functional and the def2-TZVPD basis",
  "elements": ["C", "C", "C", "H", "H", "H", "H", "O", "S", "S"],
  "coordinates": [[1.567, -0.730, 0.016], [-1.298, -0.289, -0.029], [-1.005, 1.125, 0.102], [1.914, -0.196, -0.942], [1.385, 0.226, 0.775], [2.228, -1.506, 0.501], [-1.749, 1.821, 0.492], [0.014, 1.646, -0.477], [-0.142, -1.455, -0.274], [-2.914, -0.643, -0.165]],
  "lowdin_charge": [-0.3487, -1.1863, -0.3132, 0.0582, 0.0920, 0.0426, 0.1100, -0.0252, 0.8904, 0.6803],
  "largest_force_ev_per_a": 6.1,
  "de_lowest_kj_mol": 197.7,
  "gap_ev": 7.72,
  "multiplicity": 1,
  "e_homo_ha": -0.3391
}


Record 5
{
  "formula": "C3H4P2",
  "method": "the ωB97M-V functional and the def2-TZVPD basis",
  "elements": ["C", "C", "C", "P", "P", "H", "H", "H", "H"],
  "coordinates": [[2.151, 0.224, 1.916], [0.307, -0.419, 1.102], [-0.112, 0.187, -0.209], [2.656, -0.318, 3.520], [2.513, 1.637, 2.860], [0.253, -1.594, 1.122], [0.277, 1.175, -0.540], [-1.159, 0.690, 0.095], [-0.087, -0.430, -1.127]],
  "lowdin_charge": [-0.9340, -0.1005, -0.2573, 0.5122, 0.5095, 0.0460, 0.0572, 0.1117, 0.0551],
  "largest_force_ev_per_a": 4.3,
  "de_lowest_kj_mol": 505.1,
  "gap_ev": [5.71, 6.74],
  "multiplicity": 1,
  "e_homo_ha": [-0.2575, -0.2895]
}


Record 6
{
  "formula": "C3H4S",
  "method": "the ωB97M-V functional and the def2-TZVPD basis",
  "elements": ["C", "C", "C", "S", "H", "H", "H", "H"],
  "coordinates": [[3.566, -1.158, -0.070], [2.618, -0.459, 0.125], [-2.995, 0.338, -0.018], [-2.402, -1.153, 0.024], [4.421, -1.743, -0.239], [-3.948, 0.566, -0.478], [1.785, 0.155, 0.294], [-2.450, 1.165, 0.420]],
  "lowdin_charge": [-0.0044, -0.0038, -0.5887, 0.6010, 0.0054, -0.0052, 0.0038, -0.0082],
  "largest_force_ev_per_a": 0.6,
  "de_lowest_kj_mol": 189.2,
  "gap_ev": 8.56,
  "multiplicity": 1,
  "e_homo_ha": -0.3309
}


Record 7
{
  "formula": "C3H4S",
  "method": "the ωB97M-V functional and the def2-TZVPD basis",
  "elements": ["C", "C", "C", "S", "H", "H", "H", "H"],
  "coordinates": [[-0.475, -1.209, 1.417], [0.313, -0.352, 1.229], [-0.317, 1.303, -1.029], [0.537, 2.513, -0.375], [-1.169, -1.940, 1.885], [1.020, 0.292, 0.743], [-0.005, 0.404, -1.557], [-1.390, 1.469, -1.038]],
  "lowdin_charge": [-0.0052, -0.0614, -0.5875, 0.6132, 0.0472, -0.0301, 0.0237, 0.0002],
  "largest_force_ev_per_a": 4.4,
  "de_lowest_kj_mol": 226.1,
  "gap_ev": [8.46, 8.46],
  "multiplicity": 1,
  "e_homo_ha": [-0.3316, -0.3316]
}


Record 8
{
  "formula": "C3H4S",
  "method": "the ωB97M-V functional and the def2-TZVPD basis",
  "elements": ["C", "C", "C", "S", "H", "H", "H", "H"],
  "coordinates": [[0.962, -0.025, 0.359], [3.163, 1.048, -0.229], [-0.363, -0.316, -0.289], [2.459, -0.370, -0.511], [1.037, 0.880, 0.955], [-0.767, 0.512, -0.874], [-1.058, -0.511, 0.527], [-0.296, -1.200, -0.923]],
  "lowdin_charge": [-0.4603, -0.3623, -0.1801, 0.7539, 0.0371, 0.0766, 0.0727, 0.0625],
  "largest_force_ev_per_a": 0.7,
  "de_lowest_kj_mol": 413.2,
  "gap_ev": [8.29, 7.60],
  "multiplicity": 1,
  "e_homo_ha": [-0.3153, -0.3079]
}


Record 9
{
  "formula": "C3H4S",
  "method": "the ωB97M-V functional and the def2-TZVPD basis",
  "elements": ["C", "C", "C", "S", "H", "H", "H", "H"],
  "coordinates": [[0.679, 0.121, -0.123], [-0.345, -0.082, 1.053], [-0.662, 0.758, -0.090], [-0.485, 1.643, 1.445], [1.562, 0.735, -0.073], [0.668, -0.586, -0.847], [-0.945, -0.821, 1.547], [-1.405, 0.942, -0.717]],
  "lowdin_charge": [-0.1362, -0.4574, -0.5281, 0.8344, 0.0880, 0.0555, 0.0909, 0.0529],
  "largest_force_ev_per_a": 4.3,
  "de_lowest_kj_mol": 138.9,
  "gap_ev": 9.44,
  "multiplicity": 1,
  "e_homo_ha": -0.3075
}


Record 10
{
  "formula": "C3H4S2",
  "method": "the ωB97M-V functional and the def2-TZVPD basis",
  "elements": ["C", "C", "C", "S", "S", "H", "H", "H", "H"],
  "coordinates": [[-1.622, 0.343, -0.046], [-0.578, -0.432, 0.287], [0.876, 0.027, 0.080], [1.328, 1.589, -0.018], [2.040, -1.206, -0.064], [-2.686, 0.227, 0.137], [-1.610, 1.202, -0.586], [-0.803, -1.401, 0.782], [3.054, -0.350, -0.572]],
  "lowdin_charge": [0.0073, -0.2429, -1.2500, 0.6334, 0.7339, 0.0688, 0.0138, 0.1017, -0.0658],
  "largest_force_ev_per_a": 3.4,
  "de_lowest_kj_mol": 103.1,
  "gap_ev": 8.04,
  "multiplicity": 1,
  "e_homo_ha": -0.3190
}